[1]
# C2H3Br2N

C2H3Br2N in the gas phase (the ωB97M-V functional and the def2-TZVPD basis, the Open Molecules 2025 dataset).

Geometry (Å):
H 1.18074 0.07933 -2.05023
N 0.44714 0.00250 -1.34238
C 0.75509 -0.25726 -0.18402
Br 2.63096 -0.46658 0.47649
C -0.19974 -0.63386 0.94253
Br -0.48172 -2.54071 0.59899
H -1.04106 -0.08582 0.92575
H 0.17178 -0.55968 1.97618

Atoms 1-3, force components in eV/Å:
H -0.09 0.12 0.51
N -0.35 0.17 -0.75
C 0.95 -0.33 1.63

**SMILES**: [H]/N=C(\Br)CBr
**Total charge**: 0
**Multiplicity**: 1
**Electronic energy**: -5280.76871 a.u.
**Relative energy (zero: lowest compared OMol25 entry of this formula, charge and spin)**: 0.17 kcal per mole

---

[2]
# C42H36Br2InN6O6PS6

A molecular structure, C42H36Br2InN6O6PS6 (the ωB97M-V functional and the def2-TZVPD basis, the Open Molecules 2025 dataset).

Geometry (Å):
In -0.14963 -0.37392 -1.21798
C -3.78674 -5.86557 4.66391
C -3.12362 -5.04721 3.59776
C -3.01895 -3.66563 3.72510
C -2.38412 -2.90974 2.75510
C -1.85417 -3.53488 1.64508
C -1.94265 -4.90866 1.49975
C -2.57546 -5.65971 2.47400
S -0.96857 -2.60409 0.40204
O -0.36501 -3.57268 -0.46842
O -0.03569 -1.74225 1.10786
N -1.90305 -1.59347 -0.42455
C -2.83524 -2.09422 -1.28988
C -3.69764 -3.12864 -0.97187
C -4.66343 -3.57787 -1.87537
C -4.80488 -3.00807 -3.11172
C -3.96521 -1.94112 -3.48000
C -4.04190 -1.29413 -4.73020
C -3.18816 -0.26316 -5.01396
C -2.23987 0.11871 -4.05184
N -2.13831 -0.46826 -2.88578
C -2.97411 -1.47508 -2.57345
H -4.50568 -5.27817 5.22865
H -3.03393 -6.22551 5.36571
H -4.28252 -6.73476 4.23852
H -3.45048 -3.18144 4.59101
H -2.29550 -1.84283 2.85002
H -1.51603 -5.36160 0.62099
H -2.65589 -6.73082 2.36007
H -3.62883 -3.59471 -0.00219
H -5.31045 -4.39139 -1.58275
H -5.55563 -3.35419 -3.80535
H -4.78264 -1.62320 -5.44588
H -3.22261 0.25316 -5.96070
H -1.55257 0.93226 -4.24494
O 4.68785 -0.83687 -6.13126
C 3.76513 -0.76907 -5.37412
S 3.02702 0.75072 -4.84515
C 1.78469 0.05751 -3.80987
C 1.74756 -1.28792 -3.70723
S 0.73976 -2.25594 -2.67587
S 2.95786 -2.16427 -4.64741
S 0.81895 1.21089 -2.96720
Br -4.60950 5.05873 0.52831
C -3.33094 3.80893 -0.09324
C -3.67471 2.47466 -0.21970
C -2.68681 1.59538 -0.62577
N -1.44285 1.96059 -0.87950
C -1.12688 3.24925 -0.80783
C -2.05365 4.21922 -0.42420
C 0.23713 3.68214 -1.17910
C 0.39129 4.79381 -2.00295
C 1.67441 5.18195 -2.34162
Br 1.93372 6.71380 -3.42868
C 2.76030 4.46876 -1.86298
C 2.49163 3.37794 -1.05171
N 1.27294 2.99765 -0.70759
H -4.66984 2.12175 -0.00323
H -2.89877 0.54119 -0.72951
H -1.76711 5.25729 -0.35681
H -0.46434 5.33359 -2.37519
H 3.77185 4.75596 -2.09958
H 3.30313 2.78017 -0.65732
S 5.98183 -0.19267 2.33213
C 4.43496 -0.22606 1.43467
C 4.14378 -1.27804 0.57788
C 2.93239 -1.26595 -0.09815
N 2.05538 -0.28577 0.04568
C 2.31978 0.70655 0.87863
C 3.50067 0.78665 1.59421
C 6.67288 1.20800 1.43184
C 6.43607 2.51484 1.82166
C 6.96966 3.52368 1.03092
N 7.68585 3.29628 -0.05386
C 7.92842 2.04550 -0.39831
C 7.44575 0.95586 0.31101
H 4.85062 -2.07862 0.43528
H 2.65839 -2.07469 -0.76985
H 1.55846 1.46974 0.96018
H 3.68786 1.62259 2.25007
H 5.87125 2.74370 2.71168
H 6.81711 4.56529 1.28072
H 8.53315 1.90549 -1.28335
H 7.66488 -0.05513 0.00751
C 0.65438 -0.52568 3.61677
O -0.34329 0.38007 3.19719
P -0.85431 0.68050 1.66748
O -2.36472 0.09868 1.71120
C -3.29051 0.55162 2.69287
O -1.32075 2.23254 2.01792
C -0.39862 3.20971 2.43174
H 0.19599 -1.25712 4.28723
H 1.41712 0.04089 4.15820
H 1.10492 -1.04870 2.77526
H -4.15081 -0.11274 2.63373
H -3.60400 1.57377 2.47380
H -2.85698 0.52633 3.69511
H 0.28367 3.48243 1.62283
H 0.17212 2.85735 3.29266
H -0.98401 4.08810 2.71306

Atoms 1-3, force components in eV/Å:
In 0.66 0.68 -1.38
C 0.14 -0.03 0.04
C -0.03 0.02 -0.05

**Total charge**: 0
**Multiplicity**: 1
**Electronic energy**: -10470.82446 a.u.
**Relative energy (zero: lowest compared OMol25 entry of this formula, charge and spin)**: 40.17 kcal per mole

---

[3]
# C25H35F3NO4Si2

2 unconnected molecules or ions with the total composition C25H35F3NO4Si2 (the ωB97M-V functional and the def2-TZVPD basis, the Open Molecules 2025 dataset).

Geometry (Å):
C -5.47593 1.10229 1.37819
O -4.21110 0.46870 1.47315
C -3.21829 1.21511 0.96834
O -3.42714 2.28312 0.40887
C -1.86236 0.59903 1.16066
C -1.00746 1.14431 2.28005
C 0.19681 0.23594 2.35267
C -0.00876 -1.04259 2.80569
N 1.31552 0.60825 1.54306
O 2.35295 1.33468 2.29524
Si 3.64838 0.21397 2.68946
C 5.20106 0.93177 1.91574
C 3.71620 0.25146 4.55252
C 3.17675 -1.38042 1.82597
O 0.83922 1.52034 0.64095
Si 1.43666 3.13560 0.44995
C 3.08719 3.04160 -0.44216
C -0.02166 3.87927 -0.43954
C 1.50969 3.90308 2.15494
H -6.13840 0.50604 2.00144
H -5.39910 2.12696 1.74541
H -5.81796 1.12268 0.33889
H -1.96714 -0.47046 1.33118
H -1.29377 0.77032 0.24664
H -0.71518 2.18684 2.11551
H -1.56933 1.08263 3.22655
H 0.85275 -1.66353 3.06145
H -1.01804 -1.27900 3.18218
H 5.99697 0.17542 2.04900
H 5.06602 1.13138 0.83962
H 5.50282 1.86545 2.42138
H 4.44890 -0.50434 4.87963
H 4.03724 1.23947 4.92410
H 2.73544 0.01687 4.99500
H 4.10697 -1.92072 1.57177
H 2.52114 -2.05560 2.39718
H 2.65528 -1.07771 0.89583
H 3.34415 4.02948 -0.86649
H 3.92225 2.74748 0.21535
H 3.05142 2.32351 -1.27891
H -0.00520 4.97548 -0.37150
H -0.04919 3.61922 -1.50379
H -0.97076 3.53533 -0.00600
H 1.42738 4.99330 2.02402
H 0.66538 3.58066 2.77683
H 2.43657 3.70170 2.70327
F 0.13047 -5.98339 -1.67288
C -0.45845 -4.81352 -1.25346
C -0.81374 -4.71529 0.09085
C -1.47990 -3.54126 0.44364
F -1.82308 -3.38073 1.76894
C -1.77396 -2.52590 -0.44790
C -1.33848 -2.62251 -1.80660
C -1.56674 -1.51796 -2.66728
C -1.75211 -1.53127 -4.08963
C -2.32415 -0.37331 -4.73002
C -2.40994 -0.27805 -6.11042
C -1.89536 -1.29436 -6.94158
C -1.39354 -2.43574 -6.33218
F -0.88924 -3.44983 -7.12581
C -1.36210 -2.60391 -4.95416
C -0.64066 -3.80186 -2.18077
H -0.55909 -5.48702 0.81641
H -2.37152 -1.66159 -0.15119
H -1.66882 -0.54884 -2.16638
H -2.70189 0.42877 -4.09142
H -2.86530 0.60098 -6.56858
H -1.85244 -1.18433 -8.01996
H -1.04671 -3.56347 -4.56766
H -0.21759 -3.92000 -3.17128

Atoms 1-3, force components in eV/Å:
C -0.70 0.12 0.11
O 0.71 -0.04 -0.07
C -0.11 1.31 -0.48

**Total charge**: +1
**Multiplicity**: 1
**Electronic energy**: -2207.60391 a.u.

---

| no. | strongest force on any atom (Eh/bohr) |
| --- | --- |
| 1 | 0.072 |
| 2 | 0.036 |
| 3 | 0.046 |